Record 1
The following is a DFT calculation (wB97M-V/def2-TZVPD) of a gas-phase ion, C24H36F8N3O5S (charge +1).

Calculated values
E   -2673.31835 a.u.
SMILES   CC(=O)OCC[C@H]1CO[C@H](CCOCC(F)(F)C(F)(F)C(F)(F)C(F)F)[C@@H](CCCCCCCSc2nnco2)[NH2+]1
Net charge   +1
Maximum force   0.05695 hartree/bohr
Lowest unoccupied orbital energy   -3.177 eV
E_HOMO   -11.3 eV
Molar mass   630.6 g/mol
HOMO-LUMO gap   8.099 eV

Geometry as XYZ:
```
77
Properties=species:S:1:pos:R:3:forces:R:3
C 3.562695 -4.631214 1.542488 -0.306 0.468 -1.066
C 2.117145 -5.183767 1.363518 1.044 -0.531 0.614
O 1.563157 -5.698840 2.282451 -0.456 0.151 0.006
O 1.475736 -5.119693 0.111205 0.716 1.240 0.426
C 0.311203 -4.276185 0.175814 -0.477 -0.231 -0.435
C 0.200926 -3.498168 -1.176535 0.297 0.294 0.492
C -1.076571 -2.566393 -1.260887 1.325 -0.919 1.994
C -1.000426 -1.457954 -0.156412 1.572 0.408 -0.560
O -2.005096 -0.460855 -0.226773 0.323 -0.662 -0.246
C -2.205425 0.081890 -1.541483 -1.994 -0.930 -0.444
C -3.691654 -0.330706 -1.955620 0.333 0.164 0.550
C -4.748793 0.321618 -1.004647 0.412 -0.866 0.877
O -4.486868 1.706242 -0.772565 -0.024 0.065 -0.254
C -5.504790 2.346257 -0.033006 -1.067 -0.164 -0.282
C -5.677101 1.865692 1.439296 -0.890 1.071 0.125
F -6.574299 2.754417 2.018027 0.866 -0.726 -0.543
F -6.302325 0.629611 1.554489 1.091 0.843 -0.328
C -4.394984 1.916604 2.340027 0.221 0.010 1.811
F -3.255850 1.432374 1.749244 -1.051 0.339 -0.008
F -4.133363 3.203999 2.734241 -0.453 -1.007 -0.948
C -4.571675 1.076632 3.687503 1.238 -0.436 0.400
F -3.618955 1.555116 4.561170 -1.161 -0.118 -0.629
F -5.797738 1.216561 4.241995 0.985 -0.113 -0.574
C -4.174631 -0.449715 3.429931 -0.420 -0.557 -0.787
F -4.988281 -1.317179 4.114949 0.805 0.968 -0.163
F -2.865459 -0.646943 3.785379 -1.109 0.070 -0.057
C -1.261305 -0.465013 -2.664301 0.768 2.200 -0.637
C 0.165547 0.205219 -2.769680 -0.340 -0.142 -0.610
C 0.233599 1.717015 -2.398930 1.081 0.366 0.585
C 1.775567 2.068335 -2.188335 -0.769 -0.514 1.140
C 2.066520 1.944209 -0.643385 1.422 -0.323 0.166
C 3.522036 1.379563 -0.319356 -0.855 0.783 -0.754
C 4.597874 2.197406 -1.107198 0.375 -0.159 0.230
C 6.097252 1.694036 -0.891381 -0.470 1.822 0.479
S 6.317849 0.677822 0.641447 0.639 0.782 0.339
C 6.500362 1.974094 1.900686 -1.384 -0.633 -1.064
N 5.488891 2.612028 2.470845 2.727 -0.815 -0.690
N 6.115378 3.507062 3.303079 1.666 0.793 0.752
C 7.423932 3.369285 3.202024 -1.889 -0.270 -0.369
O 7.736968 2.375606 2.296320 -0.947 0.718 0.575
N -1.061138 -1.955067 -2.635982 -1.478 -0.386 0.014
H 4.315450 -5.239676 0.980853 -0.747 0.352 0.454
H 3.613583 -3.599509 1.101116 0.002 -0.843 0.434
H 3.824588 -4.597155 2.625424 -0.400 -0.162 -0.956
H -0.580280 -4.937355 0.291104 0.475 0.614 0.182
H 0.404568 -3.575180 1.041618 -0.226 -0.581 -0.670
H 1.129933 -2.867448 -1.262743 -0.829 -0.403 -0.038
H 0.227137 -4.232872 -2.018212 -0.189 0.473 0.589
H -1.976287 -3.189926 -1.054610 0.357 0.590 -0.773
H -0.940584 -1.949741 0.845658 -0.685 0.578 -0.813
H -0.008481 -0.928213 -0.270473 -0.648 -0.633 0.103
H -2.227559 1.189531 -1.448273 0.584 -0.775 -0.345
H -3.745110 -1.438936 -1.768218 -0.241 0.855 -0.357
H -3.873728 -0.122609 -3.036280 0.034 0.014 0.802
H -4.616686 -0.205540 -0.018524 -0.305 0.293 -0.874
H -5.803837 0.169028 -1.336243 0.764 0.051 0.001
H -6.493854 2.172929 -0.544547 0.643 0.071 0.634
H -5.376994 3.458468 -0.023197 0.389 -1.059 0.075
H -4.267051 -0.726089 2.348775 0.059 0.349 0.866
H -1.775851 -0.245386 -3.636646 0.357 -0.195 0.935
H 0.914943 -0.423372 -2.212800 -0.612 0.843 -0.108
H 0.476745 0.125464 -3.849591 -0.211 -0.026 0.908
H -0.228920 2.401666 -3.145501 0.180 -0.828 0.254
H -0.248247 1.944212 -1.411979 0.212 -0.361 -0.948
H 2.035520 3.098255 -2.512696 -0.191 -0.829 -0.069
H 2.403949 1.299953 -2.708205 -0.450 0.859 0.122
H 2.019263 2.940359 -0.133428 -0.268 -0.737 -0.525
H 1.349753 1.261997 -0.119249 0.316 0.555 -0.534
H 3.595287 0.304759 -0.620133 -0.117 0.648 0.416
H 3.631375 1.503700 0.787808 0.314 -0.357 -1.014
H 4.443038 2.184451 -2.218774 -0.177 -0.078 0.997
H 4.490124 3.267868 -0.788851 0.302 -0.866 -0.223
H 6.708027 2.618866 -0.721758 -0.296 -0.930 -0.266
H 6.519786 1.209206 -1.798143 -0.351 -0.148 0.927
H 8.203829 3.956039 3.718538 -0.582 -0.700 -0.520
H -0.189024 -2.210047 -3.116379 -0.189 0.216 0.145
H -1.830314 -2.388699 -3.165094 0.362 0.096 0.059
```
Forces are in eV/Å.

Record 2
The following is a DFT calculation (wB97M-V/def2-TZVPD) of 5 unconnected molecules or ions with the total composition C5H18NO6.

Calculated values
E   -707.25909 a.u.
Net charge   +1
Maximum force   0.08164 hartree/bohr
Lowest unoccupied orbital energy   -2.817 eV
E_HOMO   -14.1 eV
Energy relative to the best compared isomer or geometry (same formula, charge and spin)   2.067 eV
Molar mass   188.2 g/mol
HOMO-LUMO gap   11.299 eV

Geometry as XYZ:
```
30
Properties=species:S:1:pos:R:3:forces:R:3
O -1.313144 -2.775182 -0.410682 0.140 -0.899 -0.368
C -1.934637 -1.683099 -0.774532 -1.079 2.725 -0.883
C -1.228531 -0.745405 -1.886227 0.890 -3.007 2.791
N -1.002337 0.531273 -1.043675 0.052 -0.991 -1.217
C 0.446839 0.467185 -0.471701 -0.120 -0.574 -1.421
C 0.979460 -0.902528 -0.817999 0.670 -0.240 0.046
C 0.175510 -1.330516 -2.010718 0.777 -0.598 -2.356
O -2.924810 -1.207781 -0.276250 -0.054 -0.817 0.348
H -1.878572 -3.348151 0.135314 -0.055 0.309 0.087
H -1.802208 -0.791267 -2.840505 0.200 0.955 1.032
H -1.138422 1.374631 -1.595355 0.365 0.034 -0.079
H -1.689413 0.649857 -0.298424 -0.098 -0.377 0.157
H 0.942332 1.213347 -1.082947 0.154 0.026 0.563
H 0.521995 0.605639 0.583452 -0.488 0.631 0.193
H 2.055417 -0.919016 -0.998820 -0.003 0.650 -0.585
H 0.992306 -1.633949 -0.005381 -1.046 0.166 0.143
H 0.250346 -2.424261 -2.086762 -0.768 0.317 -0.074
H 0.554303 -1.010585 -3.003224 0.406 0.258 0.704
H 1.898479 2.530142 1.246514 0.488 -0.065 -0.391
H 2.290853 2.707618 -0.257637 0.319 0.077 0.352
O 1.578417 2.809690 0.377985 -0.259 0.596 0.327
H -1.240739 -0.890142 2.851634 -0.069 0.253 0.358
H -0.232636 0.167913 3.461117 -0.509 -0.246 0.140
O -0.352581 -0.527053 2.804485 0.652 0.073 -0.514
H -1.620517 3.032402 0.683230 0.054 -0.267 0.128
H -0.544184 2.265109 1.437073 0.086 0.049 -0.076
O -1.240965 2.145248 0.785498 -0.676 1.027 0.459
H 3.019020 -0.321701 1.323595 0.362 0.303 -0.024
H 1.902237 -0.297494 2.298004 0.043 0.413 0.123
O 2.536180 0.308078 1.872936 -0.432 -0.778 0.039
```
Forces are in eV/Å.

Record 3
The following is a DFT calculation (wB97M-V/def2-TZVPD) of a molecular structure, C44H33AsO5PPdS.

Calculated values
E   -5176.04638 a.u.
Net charge   -1
Maximum force   0.01042 hartree/bohr
Lowest unoccupied orbital energy   2.176 eV
E_HOMO   -4.8 eV
Energy relative to the best compared isomer or geometry (same formula, charge and spin)   0.400 eV
Molar mass   886.1 g/mol
HOMO-LUMO gap   6.987 eV

Geometry as XYZ:
```
86
Properties=species:S:1:pos:R:3:forces:R:3
Pd 0.567538 -0.101757 0.228275 -0.045 0.194 -0.328
S 2.251256 1.409233 0.466471 0.053 0.499 -0.013
C 3.153358 1.686204 -1.029852 0.110 -0.046 0.097
C 4.538410 1.839168 -0.895617 -0.028 -0.001 -0.010
C 5.333856 2.108279 -1.994051 0.038 -0.012 -0.012
C 4.767928 2.207984 -3.258335 0.012 0.017 -0.028
C 3.398907 2.041033 -3.403190 0.004 -0.007 -0.054
C 2.583692 1.787476 -2.304687 -0.097 0.014 -0.037
As 0.637165 1.670355 -2.386643 -0.235 0.098 0.062
C 0.364469 1.863714 -4.329320 0.251 -0.108 0.011
C -0.007233 3.122373 -4.790019 -0.030 0.068 -0.004
C -0.198221 3.358936 -6.145502 -0.014 0.038 0.048
C -0.031071 2.329422 -7.058027 -0.013 0.024 -0.058
C 0.327836 1.066740 -6.609236 0.007 -0.055 -0.029
C 0.526643 0.837441 -5.255969 0.020 -0.034 0.037
C 0.534827 -0.301220 -2.296522 -0.134 0.105 -0.001
C 1.632947 -1.120781 -2.016773 0.029 0.036 0.175
C 1.494092 -2.513866 -2.016621 0.040 0.018 -0.009
C 0.275125 -3.085003 -2.307574 -0.032 -0.019 -0.030
C -0.827608 -2.273387 -2.578864 -0.034 0.003 0.038
C -0.711948 -0.900612 -2.556718 0.061 0.050 0.003
H 4.983574 1.735993 0.086135 -0.017 0.004 0.024
H 6.403079 2.224893 -1.860716 0.000 0.009 -0.019
H 5.387041 2.408855 -4.123983 -0.002 -0.001 -0.004
H 2.953613 2.112211 -4.389522 0.008 0.000 0.020
H -0.158391 3.931712 -4.082571 0.015 -0.041 0.017
H -0.487891 4.346534 -6.483267 0.000 0.000 -0.015
H -0.186789 2.508298 -8.114849 -0.001 -0.002 -0.005
H 0.454717 0.254914 -7.315176 0.000 -0.001 -0.011
H 0.808801 -0.153055 -4.918539 0.003 -0.005 0.017
H 2.608738 -0.688626 -1.827860 -0.016 0.000 -0.054
H 2.349800 -3.131430 -1.774589 0.001 -0.006 0.010
H 0.161207 -4.162261 -2.295778 0.016 -0.017 0.002
H -1.796722 -2.720346 -2.759663 -0.006 0.022 -0.001
H -1.591015 -0.282199 -2.693045 -0.004 -0.006 -0.039
O -3.695752 0.028278 -1.444050 -0.082 -0.084 -0.103
C -2.985901 0.612943 -0.617496 0.038 -0.111 0.259
O -1.942607 1.284880 -0.799231 0.180 0.113 -0.089
C -3.435347 0.601245 0.848232 -0.024 -0.004 0.033
C -4.796229 0.467083 1.123078 0.175 0.076 -0.162
C -5.293143 0.689643 2.391023 -0.091 0.025 0.109
C -4.430880 1.056923 3.417343 -0.020 0.002 0.049
C -3.072557 1.137038 3.172279 -0.040 -0.045 -0.088
C -2.559064 0.874251 1.898111 0.058 -0.083 0.039
P -0.728313 0.926273 1.785926 0.154 -0.178 -0.093
C -0.191679 -0.006689 3.270414 -0.074 0.024 0.061
C 1.150635 0.069374 3.645146 0.074 0.071 0.024
C 1.650179 -0.731417 4.657090 0.006 -0.009 -0.030
C 0.828131 -1.655903 5.287057 0.056 0.015 0.023
C -0.495090 -1.768825 4.895903 -0.021 -0.026 0.008
C -1.004040 -0.947685 3.899008 0.034 -0.084 -0.083
C -0.384083 2.681139 2.100238 -0.045 0.035 -0.196
C 0.178178 3.178668 3.267001 -0.070 0.028 -0.024
C 0.406228 4.543874 3.395921 0.012 -0.036 0.048
C 0.074142 5.404320 2.363783 0.021 0.077 0.028
C -0.491081 4.905917 1.197010 -0.025 0.004 -0.041
C -0.721222 3.549593 1.056892 0.114 -0.017 0.077
H -5.439612 0.227350 0.286392 -0.008 -0.025 0.009
H -6.356779 0.606517 2.581227 -0.003 -0.003 0.003
H -4.810889 1.268955 4.408958 -0.014 0.006 0.002
H -2.402252 1.394734 3.982571 0.014 0.013 0.021
H 1.829391 0.734805 3.122251 -0.062 -0.005 -0.012
H 2.696544 -0.654146 4.922640 0.006 -0.016 0.030
H 1.225395 -2.298083 6.063310 -0.003 -0.007 0.001
H -1.139840 -2.507504 5.356184 0.007 0.004 0.003
H -2.032861 -1.072962 3.592144 0.004 0.011 -0.012
H 0.438675 2.510719 4.075363 0.014 -0.023 0.052
H 0.848475 4.928558 4.306657 0.002 0.006 -0.002
H 0.259730 6.466810 2.464112 0.002 0.003 0.007
H -0.744094 5.577992 0.386532 -0.001 -0.004 -0.003
H -1.139715 3.137772 0.145752 -0.033 -0.013 -0.028
O -2.039385 -3.927349 0.049459 -0.008 0.003 -0.019
C -1.111432 -4.642826 0.728979 -0.003 0.055 0.017
C -1.317196 -6.000960 0.972877 -0.017 -0.009 0.002
C -0.386230 -6.745634 1.671284 0.029 -0.049 0.022
C 0.776152 -6.146407 2.136014 0.020 -0.018 0.021
C 0.983450 -4.802564 1.883803 -0.012 0.081 -0.062
C 0.060234 -4.026313 1.185827 0.000 -0.126 0.074
C 0.406176 -2.578786 0.982323 -0.204 0.240 0.068
O 1.525978 -2.160651 1.305113 -0.057 -0.531 -0.043
O -0.507865 -1.823212 0.475632 -0.016 -0.195 0.189
H -2.779899 -4.504508 -0.163818 -0.022 0.007 -0.005
H -2.225442 -6.468807 0.606480 -0.010 0.004 -0.002
H -0.572367 -7.797412 1.850611 0.004 -0.009 0.003
H 1.513203 -6.717265 2.684761 -0.007 -0.027 0.002
H 1.880217 -4.296969 2.218083 -0.008 -0.005 0.008
```
Forces are in eV/Å.

Record 4
The following is a DFT calculation (wB97M-V/def2-TZVPD) of a gas-phase ion, C2H7N4S (charge +1).

Calculated values
E   -697.23721 a.u.
Net charge   +1
Maximum force   0.08331 hartree/bohr
Lowest unoccupied orbital energy   -5.457 eV
E_HOMO   -13.8 eV
Energy relative to the best compared isomer or geometry (same formula, charge and spin)   2.960 eV
Molar mass   119.2 g/mol
HOMO-LUMO gap   8.304 eV

Geometry as XYZ:
```
14
Properties=species:S:1:pos:R:3:forces:R:3
C -1.642687 0.025407 -0.074200 3.268 1.427 0.643
C 2.133048 0.314910 -0.420307 0.633 2.561 0.403
N -0.011438 -1.583667 0.237681 -2.848 0.799 0.683
N -1.034944 -1.046694 -0.348335 1.314 -1.268 0.575
N 1.057638 0.269800 0.626731 -0.024 0.856 -2.190
N -2.870967 0.430117 -0.039001 2.262 1.961 -0.918
S -0.172432 1.380007 0.571288 -0.860 -1.073 -1.054
H 2.721280 1.329154 -0.322615 -1.318 -1.836 -0.468
H 2.878170 -0.442863 -0.279713 0.065 -0.662 0.412
H 1.684587 0.188933 -1.409264 0.018 0.297 0.266
H 0.406961 -2.280123 -0.368412 0.579 0.274 -0.917
H 1.375593 0.246282 1.554731 0.617 -0.909 1.479
H -3.450906 -0.246319 0.258347 -3.423 -2.359 1.037
H -3.073908 1.415050 0.013074 -0.284 -0.068 0.047
```
Forces are in eV/Å.

- What is the formula in the first record?
  C24H36F8N3O5S

Copy entry 4 word for word.
The following is a DFT calculation (wB97M-V/def2-TZVPD) of a gas-phase ion, C2H7N4S (charge +1).

Calculated values
E   -697.23721 a.u.
Net charge   +1
Maximum force   0.08331 hartree/bohr
Lowest unoccupied orbital energy   -5.457 eV
E_HOMO   -13.8 eV
Energy relative to the best compared isomer or geometry (same formula, charge and spin)   2.960 eV
Molar mass   119.2 g/mol
HOMO-LUMO gap   8.304 eV

Geometry as XYZ:
```
14
Properties=species:S:1:pos:R:3:forces:R:3
C -1.642687 0.025407 -0.074200 3.268 1.427 0.643
C 2.133048 0.314910 -0.420307 0.633 2.561 0.403
N -0.011438 -1.583667 0.237681 -2.848 0.799 0.683
N -1.034944 -1.046694 -0.348335 1.314 -1.268 0.575
N 1.057638 0.269800 0.626731 -0.024 0.856 -2.190
N -2.870967 0.430117 -0.039001 2.262 1.961 -0.918
S -0.172432 1.380007 0.571288 -0.860 -1.073 -1.054
H 2.721280 1.329154 -0.322615 -1.318 -1.836 -0.468
H 2.878170 -0.442863 -0.279713 0.065 -0.662 0.412
H 1.684587 0.188933 -1.409264 0.018 0.297 0.266
H 0.406961 -2.280123 -0.368412 0.579 0.274 -0.917
H 1.375593 0.246282 1.554731 0.617 -0.909 1.479
H -3.450906 -0.246319 0.258347 -3.423 -2.359 1.037
H -3.073908 1.415050 0.013074 -0.284 -0.068 0.047
```
Forces are in eV/Å.

- Among the records above, which one has the lowest molar mass?
  C2H7N4S

- What is the formula in the first record?
  C24H36F8N3O5S